Entry 1:
C30H31N5O2PRuS as an isolated structure at a distorted geometry. Source: the Open Molecules 2025 dataset; level of theory: the ωB97M-V functional and the def2-TZVPD basis.

Properties
M in g/mol: 657.7
HOMO-LUMO gap (spin up / spin down) in eV: 6.85 / 6.65
Energy relative to the best compared isomer or geometry (same formula, charge and spin) in kJ/mol: 146.1
Spin multiplicity: 2
HOMO (spin up / spin down) in eV: -7.9 / -7.9
E_LUMO (spin up / spin down) in eV: -1.07 / -1.28

Structure (XYZ):
```
71
Properties=species:S:1:pos:R:3:forces:R:3
Ru 0.191292 -0.304424 1.238248 -1.96 2.25 0.71
N 1.187192 0.644276 5.571148 -0.60 0.11 -0.46
C 0.747692 0.620676 4.281848 1.14 -1.64 -1.02
S 1.582492 -0.533024 3.230748 -0.16 -0.16 -0.52
N -0.131408 1.462876 3.864248 -1.15 2.08 1.27
N -0.437208 1.500976 2.584448 -0.37 -0.59 -2.02
C -1.257508 2.426676 2.103248 1.64 -1.54 2.93
C -1.545908 2.435076 0.737548 -0.15 -0.54 -3.22
C -2.194608 3.522276 0.090848 0.55 -0.75 1.31
C -2.251808 3.562476 -1.270252 0.35 -0.76 -1.14
C -1.682708 2.508276 -2.014452 -0.45 0.80 0.49
C -1.135308 1.445476 -1.330952 0.08 -0.16 -0.33
N -1.072308 1.380676 -0.010252 0.32 -0.05 1.21
H 1.590892 -0.210524 5.916848 0.06 0.04 -0.05
H 0.627792 1.173676 6.219848 -0.02 0.07 0.03
H -1.643508 3.194376 2.761448 -0.03 -0.03 0.14
H -2.580808 4.323076 0.703848 -0.05 0.08 0.01
H -2.708208 4.392676 -1.788952 -0.04 0.08 0.04
H -1.667708 2.536476 -3.090852 -0.05 -0.08 -0.12
H -0.710108 0.606076 -1.873352 -0.04 0.06 0.07
O -2.681008 -2.741124 3.262348 -0.28 -0.21 0.28
C -1.930408 -2.261524 2.440748 -0.11 -1.18 -0.68
O -1.397808 -1.115624 2.482248 0.27 1.39 0.02
C -1.570508 -3.115824 1.171248 0.02 0.34 0.26
P -0.952908 -1.961924 -0.114852 -0.04 -1.25 0.77
C -2.533808 -1.468324 -0.859552 0.27 0.51 0.04
C -3.382908 -0.684324 -0.081752 -0.04 0.04 0.07
C -4.592108 -0.258624 -0.593052 -0.09 0.02 -0.03
C -4.960408 -0.611524 -1.881752 -0.07 -0.03 -0.07
C -4.119108 -1.395324 -2.653652 -0.14 0.01 -0.14
C -2.903608 -1.823624 -2.150752 0.17 -0.01 0.15
C -0.201408 -3.036924 -1.380152 0.31 0.55 0.10
C -0.401808 -4.411924 -1.454352 -0.10 0.09 0.11
C 0.291292 -5.157424 -2.393052 0.02 -0.08 0.00
C 1.187792 -4.540024 -3.249952 0.01 0.02 -0.04
C 1.362092 -3.166424 -3.207352 0.07 0.00 -0.12
C 0.670492 -2.419224 -2.274752 -0.25 0.04 0.01
H -2.460308 -3.659324 0.836548 0.20 0.06 0.08
H -0.785608 -3.832824 1.440048 -0.08 0.14 -0.01
H -3.095308 -0.404524 0.922648 0.06 0.01 0.06
H -5.245808 0.352576 0.011048 -0.07 0.03 0.07
H -5.910708 -0.286824 -2.279552 -0.06 0.05 -0.05
H -4.407108 -1.674724 -3.656152 -0.05 -0.03 -0.09
H -2.245808 -2.437224 -2.750352 0.00 0.00 -0.08
H -1.097208 -4.904024 -0.789352 0.00 -0.01 0.09
H 0.142492 -6.226324 -2.449452 -0.02 -0.05 0.03
H 1.757792 -5.131524 -3.948452 0.03 -0.08 -0.14
H 2.050292 -2.679624 -3.883052 0.06 0.02 -0.03
H 0.809892 -1.346824 -2.214652 0.14 -0.01 -0.04
C 2.394592 4.562776 0.722048 0.03 -0.21 -0.03
N 2.834092 3.191776 0.614448 0.43 0.27 -0.31
C 3.186492 2.618976 1.892548 -0.06 0.00 0.01
C 1.873592 2.362676 -0.079652 -0.20 -0.11 0.33
C 2.460392 1.010876 -0.391552 -0.34 -0.17 0.01
C 3.650292 0.956576 -1.104352 -0.05 -0.03 -0.15
C 4.281392 -0.247724 -1.343052 0.14 0.01 -0.05
C 3.730192 -1.414624 -0.840352 -0.14 -0.11 0.02
C 2.537692 -1.367324 -0.138352 0.20 -0.18 0.05
C 1.870192 -0.163224 0.086848 -0.02 0.27 0.23
H 3.152092 5.142076 1.247548 -0.02 0.08 0.03
H 1.440492 4.655776 1.262648 -0.12 0.08 0.11
H 2.267992 4.978676 -0.276952 -0.05 0.09 -0.04
H 3.942092 3.236276 2.373848 0.05 0.02 0.07
H 3.587192 1.619176 1.735448 0.02 -0.02 0.15
H 2.310492 2.537576 2.555648 0.01 -0.01 0.12
H 1.575092 2.873476 -1.000852 -0.06 0.05 0.01
H 0.976392 2.208276 0.553748 0.35 0.21 -0.32
H 4.077992 1.883076 -1.453252 0.14 0.15 -0.05
H 5.208292 -0.277524 -1.896552 0.10 0.00 -0.05
H 4.222292 -2.361624 -0.997052 0.09 -0.16 -0.03
H 2.115992 -2.293224 0.251048 0.17 0.07 -0.04
```
Forces are in eV/Å.

Entry 2:
H31O15 as an isolated structure at a distorted geometry. Source: the Open Molecules 2025 dataset; level of theory: the ωB97M-V functional and the def2-TZVPD basis.

Properties
M in g/mol: 271.2
HOMO-LUMO gap in eV: 10.80
Total charge: +1
Energy relative to the best compared isomer or geometry (same formula, charge and spin) in kJ/mol: 276.8
HOMO in eV: -13.6
E_LUMO in eV: -2.83

Structure (XYZ):
```
46
Properties=species:S:1:pos:R:3:forces:R:3
O 1.930480 -4.090947 -0.580970 0.66 0.37 0.46
H 0.540549 -1.760000 -0.521848 -1.13 0.28 -0.06
H 2.479316 -4.308059 0.185558 -0.01 -0.42 -0.27
O 2.067839 2.539305 1.978397 0.13 0.38 1.19
H -0.133166 1.225144 -3.661326 0.63 0.03 0.32
H 2.928554 2.327190 1.587258 -0.34 0.06 0.50
O 2.222163 1.115573 -3.407761 -1.88 -0.69 -0.55
H -2.558945 4.010421 -1.743490 -0.08 -0.08 -0.62
H 1.803173 -0.609818 1.677665 -0.74 -0.31 -0.14
O -2.696904 -1.134912 2.276245 0.23 -0.49 -1.04
H -1.032829 2.420352 -0.442331 -0.36 0.16 -0.13
H -2.952812 -1.465390 3.137008 -0.08 0.52 0.35
O 1.051450 -0.867696 -1.241915 1.21 1.12 1.02
H 1.536638 -0.174844 -0.666826 -0.84 -1.12 -1.35
H 0.392188 -0.377147 -1.764134 0.15 -0.55 0.08
O -0.022503 -2.566794 0.153127 0.18 1.84 -0.24
H 2.221703 1.636708 -2.608878 1.09 0.18 0.17
H 3.021006 1.000347 -3.913109 0.59 0.49 0.48
O -2.530074 3.094298 -2.047794 -0.01 -0.13 0.95
H -0.243848 -2.157340 1.030297 0.02 -0.49 -1.13
H 2.350665 2.588166 -0.447572 0.19 -0.58 0.13
O -1.071293 -4.173277 1.357749 -1.38 -2.21 1.84
H 2.185761 2.644578 2.945529 0.14 -0.25 -0.80
H 0.980027 2.005003 -0.083429 1.90 -0.49 -0.11
O -0.394190 2.457537 0.278790 -0.02 0.18 0.05
H -1.717362 -4.259132 2.097801 0.44 0.37 -0.76
H -3.217526 1.478022 -0.217404 -0.09 0.25 -0.41
O 1.932990 0.691593 4.068642 -0.27 0.75 0.72
H -0.824786 -5.120186 1.266984 0.15 0.82 -0.28
O -0.948462 1.254704 -3.153984 -0.73 -0.25 -0.01
H -0.814949 1.372615 -2.203603 0.44 0.38 -0.52
H 1.341208 0.559882 4.830300 0.47 -0.32 -0.54
O 1.985961 1.705078 -0.253021 -1.69 0.70 -1.41
H -0.773489 1.864442 0.936682 -0.12 0.10 0.00
H -0.815509 -3.003168 -0.225405 0.63 0.34 0.38
O -2.537142 0.814446 -0.064135 -0.42 -0.10 0.95
H -2.455419 3.032294 -3.006431 0.10 0.31 0.12
H -2.827751 0.423621 0.780582 0.02 -0.16 -0.96
O 0.869838 -0.464929 1.409810 1.56 2.72 0.23
H 1.831059 -3.136754 -0.444217 0.04 -0.62 -0.40
H -1.615890 -0.334728 -2.505323 0.76 0.05 -0.32
O -1.543695 -1.161873 -1.997797 -0.89 0.25 -0.45
H -2.495673 -1.313325 -1.988775 -0.08 -0.74 0.53
H -2.521435 -0.193257 2.280817 0.07 -0.11 1.12
H 2.101144 -0.140787 3.636733 -0.21 -0.44 0.32
H 0.971940 0.553046 1.275503 -0.41 -2.10 0.58
```
Forces are in eV/Å.

Entry 3:
H10LiNO8 as an isolated structure at a distorted geometry. Source: the Open Molecules 2025 dataset; level of theory: the ωB97M-V functional and the def2-TZVPD basis.

Properties
M in g/mol: 159.0
HOMO-LUMO gap in eV: 8.08
Energy relative to the best compared isomer or geometry (same formula, charge and spin) in kJ/mol: 101.7
HOMO in eV: -8.7
E_LUMO in eV: -0.60

Structure (XYZ):
```
20
Properties=species:S:1:pos:R:3:forces:R:3
Li -0.422114 0.123293 -0.366190 1.00 0.91 0.31
N 1.995190 -0.889953 0.936010 0.02 6.62 -2.26
O 0.743633 -0.868674 0.879926 -2.57 -0.80 1.78
O 2.590925 0.221206 1.180707 -0.64 -0.62 2.08
O 2.561275 -1.624148 0.237301 2.91 -5.66 -1.60
O 1.553236 0.261112 -1.663054 -1.30 4.71 -3.02
H 1.815472 1.267834 -1.602605 -0.97 -2.73 -0.78
H 1.973456 0.053221 -0.898461 2.42 -1.89 3.69
O -1.335145 -2.400730 1.861340 -1.25 -2.72 1.73
H -0.918727 -3.090898 2.463105 -0.86 1.37 -1.28
H -0.628556 -1.849029 1.622083 2.12 1.30 -0.48
O -1.957973 -0.651028 -1.134941 -0.05 0.65 -2.05
H -1.719384 -1.405631 -0.600785 -0.27 -1.25 -0.22
H -1.852203 -0.812216 -2.129307 -0.03 -0.24 2.41
O -0.444411 1.453601 1.397784 -1.50 3.42 -3.24
H -0.452859 1.407539 2.337061 0.00 0.13 1.15
H -0.797973 2.406540 1.078761 1.20 -3.37 1.65
O -0.823920 1.790615 -1.707610 7.96 2.87 1.03
H -0.219659 2.699619 -1.928259 -3.04 -3.93 0.80
H -1.660264 1.907727 -1.962868 -5.14 1.24 -1.70
```
Forces are in eV/Å.

Entry 4:
ClCu2 as an isolated structure. Source: the Open Molecules 2025 dataset; level of theory: the ωB97M-V functional and the def2-TZVPD basis.

Properties
M in g/mol: 162.5
HOMO-LUMO gap (spin up / spin down) in eV: 10.86 / 6.21
Total charge: +3
Energy relative to the best compared isomer or geometry (same formula, charge and spin) in kJ/mol: 95.2
Spin multiplicity: 3
HOMO (spin up / spin down) in eV: -28.3 / -27.6
E_LUMO (spin up / spin down) in eV: -17.40 / -21.38

Structure (XYZ):
```
3
Properties=species:S:1:pos:R:3:forces:R:3
Cu -18.529150 11.056005 -10.585998 -0.34 -0.12 -0.04
Cu -22.539111 8.557899 -11.152783 0.25 0.25 0.05
Cl -20.946393 10.394970 -10.806095 0.09 -0.12 -0.01
```
Forces are in eV/Å.

Question: Which of these has the highest M?
Answer: C30H31N5O2PRuS

Question: The lowest M belongs to which entry?
Answer: H10LiNO8

Question: What is the formula in the fourth record?
Answer: ClCu2